1.
# C8H11N4

A gas-phase ion, C8H11N4 (charge +1) (ωB97M-V/def2-TZVPD, OMol25).

Results
- total charge = +1
- electronic energy (eV) = -14421.1303
- spin multiplicity = 1
- highest occupied orbital energy (alpha / beta) (eV) = -12.0 / -12.0
- ΔE to the lowest compared entry with this formula, charge and spin (kJ/mol) = 670.11
- gap between HOMO and LUMO (alpha / beta) (Ha) = 0.237 / 0.237
- SMILES = CN(C)[N+]#C/N=C\C=C/C#CN

XYZ file:
```
23
Properties=species:S:1:pos:R:3:forces:R:3:lowdin_charge:R:1
N -1.001588 0.270304 1.770116 -1.8 -1.4 6.4 0.16
N 0.187311 0.574994 -0.318642 -2.6 -2.0 3.9 0.11
N -0.395888 -2.457723 -2.080607 1.2 0.3 0.3 0.13
N 0.685495 1.566244 -1.073035 0.3 2.1 -1.4 -0.25
C -0.379705 0.294889 0.737092 4.1 3.0 -7.0 -0.16
C -0.202164 1.850009 -2.259691 0.8 -2.0 1.3 -0.03
C 1.077215 2.825812 -0.352174 -3.5 -0.7 -0.2 -0.02
C 0.032557 -1.649165 2.833285 -0.7 2.6 1.5 -0.05
C -0.097062 -2.259518 -0.811627 -3.5 -1.0 3.8 -0.06
C -0.424697 -2.355492 0.454298 2.0 1.4 -4.7 0.03
C -0.027428 -2.472126 1.760664 0.3 -1.6 -1.0 -0.09
C -0.644560 -0.371045 2.950607 0.5 -2.2 -3.4 0.06
H 0.231512 -3.495573 1.984177 0.1 -0.4 0.3 0.13
H 0.404972 2.421011 -2.921394 0.5 0.0 -0.9 0.07
H 1.222013 3.619846 -1.077219 -0.5 0.1 -0.1 0.09
H -1.010651 2.499277 -1.977646 -0.9 -0.1 0.2 0.08
H 0.454075 -2.103694 3.712481 -0.3 0.1 0.4 0.11
H -1.083469 -0.138960 3.916828 0.1 0.7 -0.3 0.13
H 2.005915 2.631041 0.000629 2.8 -0.4 1.7 0.04
H 0.321533 3.077468 0.474053 1.1 -0.1 -1.2 0.12
H -0.844927 -3.371190 -2.314895 0.9 1.2 -0.2 0.16
H -0.497650 0.819363 -2.627433 0.0 1.6 0.0 0.09
H -0.012808 -1.775772 -2.779867 -0.9 -1.3 0.7 0.14
```
Positions in Å, forces in eV/Å.

2.
# C8H11N4OS

A gas-phase ion, C8H11N4OS (charge +1) (ωB97M-V/def2-TZVPD, OMol25).

Results
- total charge = +1
- electronic energy (eV) = -27307.2881
- spin multiplicity = 1
- highest occupied orbital energy (eV) = -12.4
- ΔE to the lowest compared entry with this formula, charge and spin (kJ/mol) = 91.41
- gap between HOMO and LUMO (Ha) = 0.266

XYZ file:
```
25
Properties=species:S:1:pos:R:3:forces:R:3:lowdin_charge:R:1
S 2.037468 -1.017750 -0.843594 0.3 -0.4 -0.3 1.10
O 0.902267 -2.805586 -2.317530 0.0 0.0 -0.1 0.09
N -0.725690 -1.373572 -1.605216 -0.4 0.1 -0.2 -0.03
N -2.341716 0.333608 -1.180911 -0.2 -0.1 -0.4 0.15
N -1.443694 1.442824 0.508622 0.3 0.0 -0.2 -0.12
N 2.294694 0.245300 1.516992 -0.3 0.2 0.2 -0.06
C 1.627558 -0.146156 0.490613 -4.5 1.3 -0.3 -0.42
C -1.151144 -0.254816 -0.901535 0.0 0.8 0.9 -0.31
C -2.481077 1.338454 -0.345642 0.0 -0.3 -0.3 -0.11
C -1.781804 -2.028903 -2.384224 -0.5 -0.4 -0.5 0.02
C 0.494168 -1.863250 -1.728565 0.8 0.1 0.3 -0.59
C -0.652471 0.387960 0.189054 4.0 -1.5 0.5 0.08
C 3.672106 -0.136223 1.784834 0.8 -0.3 0.0 -0.04
C -1.253116 2.401570 1.560922 0.1 0.4 0.6 0.00
H -1.363801 -2.873019 -2.927156 0.0 0.1 0.1 0.10
H -3.336527 1.983384 -0.332954 -0.2 0.2 0.2 0.14
H 3.708258 -1.143340 2.205164 -0.1 0.1 0.0 0.11
H -0.293036 2.908156 1.442752 -0.1 0.0 0.0 0.10
H -2.560286 -2.373478 -1.704605 0.0 0.0 0.0 0.11
H -2.213793 -1.309465 -3.078783 0.1 -0.1 0.1 0.10
H -1.287612 1.914456 2.537758 0.0 0.0 -0.1 0.10
H 4.250752 -0.121763 0.862157 0.0 0.1 0.1 0.09
H 1.840275 0.788943 2.243844 -0.2 -0.1 -0.3 0.16
H -2.049604 3.142398 1.509636 0.1 -0.1 0.0 0.10
H 4.107825 0.560270 2.498367 -0.1 0.0 -0.1 0.10
```
Positions in Å, forces in eV/Å.

3.
# C8H11N5

A gas-phase ion, C8H11N5 (charge +2) (ωB97M-V/def2-TZVPD, OMol25).

Results
- total charge = +2
- electronic energy (eV) = -15905.6622
- spin multiplicity = 1
- highest occupied orbital energy (eV) = -17.5
- ΔE to the lowest compared entry with this formula, charge and spin (kJ/mol) = 189.71
- gap between HOMO and LUMO (Ha) = 0.292
- SMILES = C[N+]1=CN=C2C1=C[C@]1(N)[NH+]=CN[C@H]21

XYZ file:
```
24
Properties=species:S:1:pos:R:3:forces:R:3:lowdin_charge:R:1
N 1.975047 -1.418714 -1.331250 -0.8 -0.9 -2.0 0.10
N -1.140369 1.936516 -0.198690 -1.3 1.5 0.3 0.21
N 2.102667 -0.495144 0.900320 1.3 -2.6 -0.3 0.15
N -2.290199 0.044681 0.252460 2.2 2.7 0.5 -0.06
N 1.976770 1.646159 0.304345 -0.6 -2.1 -0.7 0.18
C -2.382112 1.363896 0.119833 2.2 -0.8 0.1 0.08
C -3.351790 -0.848751 0.388155 -2.9 -1.4 0.4 0.01
C 1.290712 -0.631665 -0.351460 1.0 -1.4 -1.0 -0.34
C -0.924806 -0.278986 0.083804 0.8 -0.5 -0.9 -0.10
C 2.519074 0.714519 1.051188 1.8 1.6 1.6 -0.05
C -0.263693 1.006429 -0.247520 -4.4 -0.2 0.1 -0.19
C -0.071544 -1.337213 0.092559 0.2 4.4 -0.5 0.24
C 1.101996 1.049006 -0.656334 0.4 -3.3 -0.1 -0.07
H 2.679585 -1.290334 1.374195 -1.6 1.6 -1.4 0.24
H 1.534822 -1.785084 -2.285894 0.4 1.2 3.2 0.19
H -3.285341 1.931849 0.298932 -0.1 0.0 -0.2 0.18
H -2.926571 -1.828391 0.792101 -1.3 1.4 -0.3 0.14
H 2.084590 2.603667 0.148350 1.2 1.8 0.8 0.17
H 2.883773 -1.081320 -1.620686 0.2 0.2 0.4 0.10
H -4.287294 -0.339802 0.907712 2.2 -1.4 -0.4 0.17
H -3.707617 -0.937741 -0.645279 -0.2 -0.9 0.2 0.12
H -0.133441 -2.291192 0.545511 0.0 -1.1 -0.2 0.14
H 3.335865 0.853488 1.765467 -0.5 0.7 -0.1 0.19
H 1.279873 1.414124 -1.687808 -0.1 -0.5 0.5 0.20
```
Positions in Å, forces in eV/Å.

4.
# C8H11N5O4S

C8H11N5O4S in the gas phase (ωB97M-V/def2-TZVPD, OMol25).

Results
- total charge = 0
- electronic energy (eV) = -34950.6832
- spin multiplicity = 1
- highest occupied orbital energy (eV) = -8.6
- ΔE to the lowest compared entry with this formula, charge and spin (kJ/mol) = 0.00
- gap between HOMO and LUMO (Ha) = 0.327
- SMILES = Cn1c(=O)[nH]c2ncnc(NCCS(=O)(=O)O)c21

XYZ file:
```
29
Properties=species:S:1:pos:R:3:forces:R:3:lowdin_charge:R:1
S -1.690333 0.799958 3.767377 -2.6 -1.1 0.6 0.62
O -1.949720 -0.534039 4.287563 1.2 1.4 -0.9 -0.28
O 2.589929 0.510864 -4.201914 -0.3 0.9 -0.8 0.09
O -2.897367 1.602802 3.585452 1.4 -0.2 -0.1 -0.31
O -0.751178 1.606033 4.758528 -0.2 0.1 0.0 -0.15
N 2.200232 -1.437697 -3.144971 -0.4 -0.7 1.0 0.22
N 0.102208 -1.894812 0.270161 0.7 -0.7 0.6 0.14
N -0.912409 0.147680 -0.076559 -1.1 0.9 -0.3 0.05
N 0.881659 0.280622 -2.625901 -0.2 0.6 -0.2 0.01
N 1.746327 -2.767262 -1.192067 0.4 -0.7 0.1 0.13
C 0.997422 -2.821582 -0.090102 0.2 0.2 -0.2 -0.18
C 1.918635 -0.138865 -3.444527 0.7 1.4 -0.5 -0.50
C 0.755465 -0.672272 -1.618992 -0.4 0.6 -0.4 -0.10
C -1.636992 0.148379 1.224736 -0.4 -0.3 -1.6 -0.22
C -0.775292 0.807590 2.234265 1.1 0.5 1.1 -0.23
C 0.394067 1.648073 -2.519576 0.1 0.0 -0.3 -0.01
C 1.596492 -1.687897 -1.948701 -0.4 -2.1 1.5 -0.28
C -0.003305 -0.803090 -0.474749 -0.9 -0.2 0.6 -0.28
H 1.147190 -3.708166 0.569195 -0.3 0.9 -0.6 0.12
H -2.594683 0.698681 1.183892 0.5 -0.3 -0.6 0.13
H 0.757756 2.292124 -3.321123 0.3 -0.4 0.0 0.10
H -0.689477 1.664920 -2.599576 -0.2 0.0 0.0 0.08
H -0.516853 1.852376 1.999109 -0.3 -0.3 0.1 0.12
H 0.687519 2.064630 -1.564573 0.1 0.2 0.2 0.09
H -1.414064 2.141526 5.237944 0.5 0.1 0.1 0.10
H -1.861465 -0.860703 1.549989 0.0 -0.3 -0.1 0.11
H 0.158571 0.250455 2.339800 -0.1 0.0 0.3 0.12
H 3.112771 -1.794919 -3.310482 0.6 -0.2 -0.5 0.16
H -1.353104 0.604593 -0.874195 0.0 0.0 0.8 0.12
```
Positions in Å, forces in eV/Å.

5.
# C8H11NO

C8H11NO in the gas phase (ωB97M-V/def2-TZVPD, OMol25).

Results
- total charge = 0
- electronic energy (eV) = -12011.2766
- spin multiplicity = 1
- highest occupied orbital energy (eV) = -8.6
- ΔE to the lowest compared entry with this formula, charge and spin (kJ/mol) = 108.43
- gap between HOMO and LUMO (Ha) = 0.347
- SMILES = COc1cccc(CN)c1

XYZ file:
```
21
Properties=species:S:1:pos:R:3:forces:R:3:lowdin_charge:R:1
O -2.206728 -1.161681 -0.071818 -0.2 -0.4 0.0 -0.08
N 3.329682 -0.978298 0.713366 0.0 1.6 0.2 0.00
C 0.073399 -0.839362 -0.324992 0.0 0.7 0.1 0.03
C 2.612584 -0.637606 -0.523934 -0.4 1.2 -0.4 -0.24
C -0.147730 1.877873 0.063602 -0.3 0.5 0.5 -0.09
C -1.177536 -0.296840 -0.040127 0.5 0.9 -0.2 -0.29
C 1.189863 -0.028546 -0.403498 1.7 -0.3 0.2 -0.22
C -3.507566 -0.643750 0.064449 -0.1 0.6 0.6 -0.09
C 1.092358 1.354222 -0.285977 -1.0 0.3 0.2 -0.07
C -1.291054 1.086953 0.210506 -0.6 -0.7 0.1 -0.02
H 3.512881 -0.078481 1.183232 0.3 -0.4 -0.3 0.07
H -3.652270 -0.214510 1.070926 0.0 -0.3 -0.1 0.09
H -0.216148 2.938729 0.320108 -0.1 -0.2 -0.4 0.11
H -4.191248 -1.494021 -0.055117 0.1 0.5 -0.3 0.10
H 2.675707 -1.366987 1.355298 -0.6 -0.9 0.5 0.05
H 0.157946 -1.879170 -0.546444 0.0 -0.7 0.1 0.12
H 1.908130 2.053904 -0.472440 0.0 -0.5 0.2 0.11
H 2.567689 -1.531847 -1.115677 0.1 -0.4 -0.6 0.09
H -2.293042 1.479314 0.501856 1.2 0.0 -0.3 0.11
H 3.219596 0.152238 -1.021228 -0.2 -0.8 0.0 0.11
H -3.656514 0.207870 -0.622092 -0.3 -0.6 -0.2 0.10
```
Positions in Å, forces in eV/Å.